# 1
68
Properties=species:S:1:pos:R:3 method="wB97M-V/def2-TZVPD" lumo_energy_ha=0.001 homo_lumo_gap_ha=0.3050 homo_ev=-8.3 multiplicity=1
Tl 0.0124 -3.4318 0.7849
I 1.0706 -3.7356 9.9606
C 0.4853 -3.2533 7.9792
C -0.5651 -2.3799 7.7696
C -0.9318 -2.0672 6.4737
C -0.2526 -2.6192 5.3951
C 0.7933 -3.5031 5.6293
C 1.1680 -3.8229 6.9214
C -0.6604 -2.2534 3.9739
O -1.6055 -1.4943 3.7998
O 0.0326 -2.7907 3.0486
H -1.0818 -1.9485 8.6118
H -1.7502 -1.3895 6.2808
H 1.3026 -3.9284 4.7764
H 1.9875 -4.5036 7.0942
O 0.0093 -1.1355 -0.2801
P 0.0006 0.0854 -1.1317
C 0.3357 1.5716 -0.0489
C 0.0028 2.9592 -0.6049
C -1.4419 3.4021 -0.3797
C -1.8610 3.2408 1.0774
C -1.6567 1.8031 1.5418
C -0.2024 1.3823 1.3731
C -1.6805 0.2026 -1.9546
C -2.3222 -1.1680 -2.1960
C -1.9309 -1.8120 -3.5225
C -2.2286 -0.8717 -4.6859
C -1.4919 0.4510 -4.5108
C -1.8291 1.1135 -3.1760
C 1.3467 -0.1293 -2.4214
C 2.5263 -0.9630 -1.9091
C 3.5895 -0.1460 -1.1823
C 4.0877 0.9941 -2.0638
C 2.9323 1.8958 -2.4825
C 1.8258 1.1088 -3.1821
H 1.4295 1.4927 0.0274
H 0.2337 3.0100 -1.6708
H 0.6542 3.6822 -0.1068
H -2.1147 2.8276 -1.0152
H -1.5317 4.4519 -0.6730
H -2.9096 3.5245 1.1874
H -1.2673 3.9111 1.7041
H -2.3076 1.1236 0.9888
H -1.9181 1.7099 2.5963
H -0.0895 0.3376 1.6691
H 0.4120 1.9916 2.0439
H -2.2456 0.6532 -1.1270
H -3.4089 -1.0324 -2.1912
H -2.0642 -1.8295 -1.3641
H -2.5028 -2.7343 -3.6461
H -0.8723 -2.0801 -3.5122
H -3.3047 -0.6883 -4.7360
H -1.9270 -1.3366 -5.6269
H -1.7737 1.1332 -5.3173
H -0.4190 0.2802 -4.5879
H -2.8709 1.4417 -3.2225
H -1.2204 2.0106 -3.0568
H 0.8124 -0.7737 -3.1333
H 2.9963 -1.4458 -2.7732
H 2.1459 -1.7480 -1.2490
H 4.4246 -0.8034 -0.9307
H 3.1842 0.2430 -0.2462
H 4.5701 0.5792 -2.9527
H 4.8332 1.5820 -1.5249
H 3.2997 2.6626 -3.1698
H 2.5357 2.4051 -1.6054
H 2.2131 0.7775 -4.1498
H 0.9869 1.7745 -3.3879

***

# 2
9
Properties=species:S:1:pos:R:3 method="wB97M-V/def2-TZVPD" lumo_energy_ha="-0.150 / -0.150" homo_lumo_gap_ha="0.2023 / 0.2018" homo_ev="-9.6 / -9.6" e_above_lowest_kcal_mol=178.0 multiplicity=1
C -1.1648 0.8291 -1.5202
C 0.8421 -0.9747 0.6219
N -0.3499 1.6686 -1.6725
N 0.3444 0.2781 0.7949
O -0.4521 0.5718 1.6424
O 0.8496 1.1134 0.0319
S -2.0836 -0.4925 -1.2134
H 1.7890 -1.3306 0.2714
H 0.2253 -1.6631 1.0436

***

# 3
57
Properties=species:S:1:pos:R:3 method="wB97M-V/def2-TZVPD" lumo_energy_ha=0.095 homo_lumo_gap_ha=0.2993 homo_ev=-5.6 total_charge=-1 multiplicity=1
O 1.5173 -1.1554 2.9907
S 0.1625 -1.5654 2.7453
O -0.3924 -2.5422 3.6445
O 0.1626 -2.2965 1.3075
N -0.7531 -0.2983 2.4172
S -2.0607 -0.0190 3.2741
O -1.8968 -0.2515 4.6935
O -2.6117 1.2563 2.8654
P -3.6968 -1.3752 2.7413
O -2.9348 -2.7976 2.5061
Cl -3.8719 -0.9193 0.7426
H 0.0915 -1.5945 0.6498
H -2.4657 -3.0798 3.3053
C -5.7889 0.5878 -2.1803
C -5.1146 0.8225 -3.5224
N -4.6630 -0.4020 -4.1620
C -3.7869 -0.1738 -5.2948
C -4.3653 0.5285 -6.5311
C -5.6698 -1.4340 -4.3309
C -6.9246 -1.0877 -5.1456
H -5.1360 0.0361 -1.5048
H -6.0222 1.5461 -1.7149
H -6.7262 0.0382 -2.2803
H -4.2289 1.4436 -3.3630
H -5.7926 1.4126 -4.1622
H -3.3697 -1.1391 -5.5961
H -2.9401 0.4154 -4.9300
H -5.0108 -0.1293 -7.1125
H -3.5508 0.8458 -7.1860
H -4.9358 1.4183 -6.2623
H -5.9854 -1.7589 -3.3376
H -5.1766 -2.3036 -4.7736
H -7.3172 -0.1044 -4.8817
H -7.7096 -1.8185 -4.9400
H -6.7406 -1.1016 -6.2194
C 6.9287 2.9446 4.1120
C 6.0608 1.6954 4.0683
N 5.5916 1.3686 2.7361
C 4.5463 0.3499 2.7268
C 4.9106 -1.0605 3.1985
C 6.6214 1.2325 1.7240
C 7.7251 0.1881 1.9517
H 6.4025 3.7949 3.6754
H 7.1734 3.1865 5.1477
H 7.8707 2.8119 3.5777
H 5.1739 1.8641 4.6842
H 6.6113 0.8681 4.5471
H 4.1341 0.2924 1.7170
H 3.7274 0.7159 3.3498
H 5.4930 -1.6046 2.4537
H 3.9900 -1.6197 3.3670
H 5.4729 -1.0498 4.1343
H 7.0996 2.2072 1.5921
H 6.1193 1.0279 0.7750
H 8.0959 0.2109 2.9779
H 8.5717 0.3961 1.2926
H 7.3855 -0.8240 1.7393

***

# 4
99
Properties=species:S:1:pos:R:3 method="wB97M-V/def2-TZVPD" lumo_energy_ha=-0.007 homo_lumo_gap_ha=0.2278 homo_ev=-6.4 e_above_lowest_kcal_mol=0.0 multiplicity=1
Pb -0.0734 -1.0655 -0.3805
C 4.6625 -0.9696 -0.9420
C 5.1696 -2.2426 -0.7597
C 4.2896 -3.3070 -0.6601
C 2.9161 -3.0722 -0.7384
N 2.4385 -1.8285 -0.8268
C 3.2865 -0.8143 -0.9503
C 1.9473 -4.2092 -0.7874
C 2.4150 -5.4901 -1.0863
C 1.5084 -6.5257 -1.1772
C 0.1697 -6.2588 -0.9698
C -0.2259 -4.9536 -0.6766
N 0.6546 -3.9500 -0.5980
C -1.6723 -4.6481 -0.4338
C -2.6391 -5.6567 -0.3860
C -3.9555 -5.3191 -0.1270
C -4.2822 -3.9903 0.0852
C -3.2591 -3.0593 0.0181
N -1.9976 -3.3733 -0.2386
H 5.3049 -0.1057 -1.0427
H 6.2362 -2.4151 -0.6988
H 4.6790 -4.3020 -0.5113
H 2.8083 0.1554 -1.0127
H 3.4599 -5.6769 -1.2761
H 1.8393 -7.5274 -1.4170
H -0.5489 -7.0577 -1.0508
H -2.3871 -6.6946 -0.5331
H -4.7149 -6.0889 -0.0837
H -5.2945 -3.6781 0.3016
H -3.4603 -2.0062 0.1812
C 0.0728 -1.5633 4.3331
C -0.1161 -0.8259 3.0065
C -1.5244 -0.2428 2.9297
C 0.1328 -1.7518 1.8222
H -0.0934 -0.9016 5.1878
H 1.0832 -1.9701 4.4126
H -0.6292 -2.3996 4.4122
H 0.5926 0.0028 2.9855
H -2.2697 -1.0472 2.9154
H -1.6531 0.3584 2.0259
H -1.7447 0.3992 3.7871
H -0.6349 -2.5365 1.8403
H 1.0940 -2.2696 1.9118
C 4.0465 1.2230 3.4997
C 2.7162 1.6281 2.9249
C 1.8297 2.4041 3.6587
C 0.6028 2.7752 3.1114
C -0.3962 3.5466 3.9331
C 0.2823 2.3679 1.8271
C 1.1490 1.5842 1.0470
C 2.3682 1.2366 1.6368
N 0.7848 1.0901 -0.2204
C 0.6800 2.0911 -1.2957
C -0.3398 3.2237 -1.0393
C -0.4294 4.1876 -2.2261
C 0.9355 4.8475 -2.4346
C 1.9792 3.7649 -2.7148
C 1.5867 3.0031 -3.9826
C 0.2167 2.3519 -3.7791
C -0.8278 3.4315 -3.4930
C 0.2711 1.3870 -2.5950
C 2.0413 2.7849 -1.5396
H 4.0503 1.3106 4.5865
H 4.8522 1.8528 3.1144
H 4.2881 0.1900 3.2433
H 2.0850 2.7126 4.6674
H 0.1001 4.2343 4.6190
H -1.0087 2.8695 4.5343
H -1.0693 4.1237 3.2984
H -0.7013 2.6020 1.4376
H 3.0644 0.6199 1.0835
H -0.0344 3.7933 -0.1589
H -1.3146 2.7790 -0.8210
H -1.1771 4.9567 -2.0054
H 1.2145 5.4153 -1.5417
H 0.8924 5.5539 -3.2705
H 2.9611 4.2291 -2.8537
H 2.3341 2.2337 -4.2040
H 1.5592 3.6838 -4.8400
H -0.0631 1.7977 -4.6806
H -1.8120 2.9673 -3.3607
H -0.9060 4.1223 -4.3390
H 0.9789 0.5749 -2.8008
H -0.7109 0.9208 -2.4586
H 2.3431 3.3054 -0.6248
H 2.8061 2.0286 -1.7424
C -4.3880 2.6505 -1.0248
As -3.4610 1.0115 -0.4686
C -4.8441 0.4085 0.7979
C -3.9755 -0.0632 -2.0350
H -5.4252 2.4423 -1.2896
H -3.8742 3.0788 -1.8855
H -4.3594 3.3764 -0.2127
H -5.7672 0.1453 0.2801
H -5.0460 1.2274 1.4890
H -4.4937 -0.4381 1.3864
H -5.0509 -0.2436 -2.0570
H -3.4394 -1.0113 -2.0406
H -3.6890 0.4880 -2.9316

***

# 5
63
Properties=species:S:1:pos:R:3 method="wB97M-V/def2-TZVPD" lumo_energy_ha=0.020 homo_lumo_gap_ha=0.2149 homo_ev=-5.3 total_charge=-1 multiplicity=1
O -3.3194 5.8822 1.8649
O 1.0656 0.5598 4.6081
O 0.7334 4.9050 3.1361
O 3.6423 -7.6865 -5.1347
O -0.8007 1.2582 5.5769
O 4.6300 -7.5961 -3.1927
O -2.4881 0.5248 -0.6978
O 0.0996 -3.4105 -2.1552
O -1.4172 -1.7485 -2.1574
O -0.7466 -1.8023 -5.3549
O 0.4369 1.4239 -2.3512
O 0.5523 0.3519 -5.0034
C -2.7628 5.1913 2.7055
C -0.1513 0.8327 4.5940
C 0.1246 4.0689 3.8052
C 2.0318 -4.6743 -1.9014
C 0.6631 -5.1159 -3.8337
C 2.9604 -5.6181 -2.3289
C 1.5932 -6.0658 -4.2705
C 0.8960 -4.3992 -2.6520
C 2.7693 -6.3266 -3.5318
N 0.5116 3.7367 5.0410
N -1.8964 4.2517 2.3400
N 3.7362 -7.2568 -3.9791
C -3.0860 5.3893 4.1726
C 1.6910 4.2739 5.7099
C -1.2225 -0.0745 -0.3924
C -0.7304 -2.6446 -3.0388
C -0.8789 0.7767 3.2500
C -0.5669 -0.7261 -1.6118
C 0.0506 -1.9043 -4.1733
C -0.2858 0.2469 -2.7617
C 0.5469 -0.4791 -3.8259
C -0.7476 2.0839 2.4514
C -1.1226 3.3633 3.2276
H -2.8704 0.9429 0.0931
H -0.4925 -0.9467 -5.7674
H 1.1845 1.2028 -1.7688
H 0.6697 1.2817 -4.7212
H 2.1960 -4.1296 -0.9766
H -0.2260 -4.9293 -4.4272
H 3.8430 -5.7850 -1.7161
H 1.3952 -6.5962 -5.1988
H 0.0399 2.9462 5.4848
H -1.6699 4.2358 1.3598
H -2.1747 5.6459 4.7096
H -3.8048 6.2012 4.2662
H -3.5146 4.4742 4.5766
H 2.5847 3.9498 5.1746
H 1.6504 5.3637 5.7148
H 1.7332 3.8997 6.7332
H -1.3589 -0.8345 0.3838
H -0.5417 0.6843 0.0018
H -1.4638 -3.3079 -3.5069
H -0.4887 -0.0460 2.6461
H -1.9409 0.5829 3.4195
H 0.3821 -1.1474 -1.2642
H 0.9333 -2.4900 -4.4419
H -1.2459 0.5516 -3.1955
H 1.5677 -0.5772 -3.4401
H -1.4128 1.9923 1.5926
H 0.2701 2.1742 2.0685
H -1.7554 3.0687 4.0653

***

# 6
128
Properties=species:S:1:pos:R:3 method="wB97M-V/def2-TZVPD" lumo_energy_ha=-0.083 homo_lumo_gap_ha=0.2266 homo_ev=-8.4 multiplicity=1
C 3.4219 -1.1927 -0.3478
O 2.1544 -0.5712 -0.3807
C 2.2223 0.8548 -0.3921
C 1.0439 1.3477 -1.2042
C 0.7675 2.8475 -1.1033
C -0.7042 3.1354 -1.4903
C -1.3343 4.2595 -0.6461
C -2.8652 4.1627 -0.6836
C -3.4144 3.3591 0.4990
Si -5.2729 3.4461 0.6683
O -6.0119 2.3181 -0.3120
Si -5.7575 0.7346 0.1457
N -6.9036 -0.3863 -0.3771
C -6.7108 -1.1216 -1.3997
C -6.2889 -2.5512 -1.2614
C -6.9063 -0.6195 -2.8073
H 3.2902 -2.1812 -0.7926
H 4.1854 -0.6810 -0.9332
H 3.7230 -1.3725 0.6861
H 3.1885 1.2001 -0.7677
H 2.1449 1.1875 0.6501
H 1.2554 1.1137 -2.2489
H 0.1881 0.7488 -0.8982
H 1.3746 3.3695 -1.8414
H 0.9590 3.2562 -0.1124
H -0.7602 3.4817 -2.5205
H -1.2779 2.2154 -1.3847
H -1.0581 5.2023 -1.1197
H -0.9475 4.2250 0.3710
H -3.1255 3.6464 -1.6114
H -3.3291 5.1463 -0.7386
H -2.9892 3.8154 1.3997
H -3.0537 2.3289 0.4925
H -5.6803 3.2856 2.0809
H -5.7073 4.7775 0.1969
H -5.7269 0.7347 1.6240
H -4.4206 0.3511 -0.3679
H -6.8711 -3.1609 -1.9558
H -5.2541 -2.6198 -1.6065
H -6.3940 -2.9144 -0.2476
H -6.7911 0.4589 -2.8373
H -6.1741 -1.0851 -3.4671
H -7.8986 -0.9217 -3.1393
C 2.1147 -0.2889 -8.7781
O 2.5537 -1.3300 -7.8901
P 2.8134 -0.8617 -6.3917
O 1.7412 0.0238 -5.9317
O 4.1898 -0.0271 -6.6629
C 5.1847 -0.5351 -7.5523
O 3.3652 -1.7538 -5.2025
C 3.4569 -1.0879 -3.9327
H 2.3314 -0.6375 -9.7850
H 1.0448 -0.1334 -8.6677
H 2.6480 0.6409 -8.5893
H 5.1816 0.0511 -8.4723
H 5.0210 -1.5820 -7.8044
H 6.1560 -0.4369 -7.0709
H 2.4776 -1.0397 -3.4617
H 3.8734 -0.0886 -4.0467
H 4.1204 -1.6864 -3.3138
C 7.0241 -2.4142 4.0485
O 5.7231 -1.8813 4.3226
P 5.4408 -0.3444 3.7417
O 6.0500 -0.6367 2.4003
O 6.4428 0.3510 4.8174
C 6.2098 0.2205 6.2302
O 4.7551 1.0779 3.2778
C 5.5209 1.9006 2.3896
H 7.1801 -3.2115 4.7757
H 7.0550 -2.8233 3.0425
H 7.7973 -1.6575 4.1658
H 6.9517 -0.4546 6.6551
H 5.2169 -0.1663 6.4541
H 6.3154 1.2030 6.6841
H 5.4483 1.5313 1.3707
H 6.5627 1.9443 2.7004
H 5.0742 2.8922 2.4490
C 4.2555 -7.1723 2.2816
O 5.0834 -6.5960 3.3042
P 4.5073 -6.7262 4.7823
O 3.9752 -8.0715 5.0144
O 3.3081 -5.6333 4.6452
C 3.5271 -4.4042 3.9465
O 5.1531 -6.1363 6.1073
C 4.4517 -6.4446 7.3227
H 4.5578 -6.7049 1.3474
H 4.4257 -8.2443 2.2259
H 3.2022 -6.9708 2.4681
H 2.9986 -4.4333 2.9923
H 4.5823 -4.2181 3.7615
H 3.1290 -3.5877 4.5458
H 4.6799 -7.4578 7.6428
H 3.3786 -6.3230 7.1921
H 4.8145 -5.7396 8.0664
C -3.8077 -6.7408 -2.1994
O -3.5083 -6.1752 -0.9177
P -2.2570 -5.1118 -0.9050
O -2.6329 -4.3078 -2.0997
O -1.1389 -6.2763 -1.1546
C -1.0625 -7.4128 -0.2844
O -1.1626 -4.0987 -0.2394
C -0.3048 -3.4240 -1.1769
H -4.3663 -7.6545 -2.0020
H -4.4216 -6.0534 -2.7750
H -2.8998 -6.9788 -2.7502
H -1.4379 -8.2933 -0.8058
H -1.6391 -7.2771 0.6297
H -0.0186 -7.5704 -0.0210
H -0.8244 -2.5906 -1.6397
H 0.0475 -4.1179 -1.9377
H 0.5455 -3.0436 -0.6131
C -5.9044 8.2682 -1.0775
O -5.0556 8.9760 -0.1565
P -5.5049 8.8762 1.3741
O -5.9074 7.5039 1.6900
O -6.8116 9.8574 1.2114
C -6.7297 11.0579 0.4457
O -4.9612 9.6136 2.6781
C -5.6583 9.3000 3.8947
H -5.7205 8.7072 -2.0554
H -5.6391 7.2140 -1.0938
H -6.9536 8.3847 -0.8138
H -7.2755 10.9299 -0.4904
H -5.7018 11.3351 0.2146
H -7.1898 11.8611 1.0188
H -5.3299 8.3387 4.2811
H -6.7340 9.2944 3.7337
H -5.3951 10.0833 4.6011

***

| no. | E_tot (hartree) |
| --- | --- |
| 1 | -2012.1780 |
| 2 | -735.3037 |
| 3 | -2690.1367 |
| 4 | -4203.6678 |
| 5 | -1846.0733 |
| 6 | -5029.7301 |